C6H13NS | ωB97M-V with the def2-TZVPD basis set

Each line ends with the Löwdin charge.
CARTESIAN COORDINATES (ANGSTROEM)
S (4.071, 0.318, -0.025)  0.722
N (2.402, -0.251, 0.108)  -0.512
C (2.146, -1.672, -0.122)  -0.200
C (1.606, -0.607, -0.956)  -0.161
C (-1.413, -1.048, 0.342)  -0.091
C (-0.150, 1.022, 1.098)  -0.083
C (-1.256, 0.990, -1.212)  -0.097
C (-0.810, 0.265, 0.003)  -0.374
H (1.756, -0.405, -1.998)  0.090
H (1.529, -2.153, 0.628)  0.085
H (3.695, 1.568, -0.316)  -0.158
H (-0.476, 1.655, -1.578)  0.076
H (2.972, -2.284, -0.481)  0.090
H (-0.653, 0.854, 2.053)  0.082
H (-0.823, -1.555, 1.103)  0.071
H (-0.121, 2.090, 0.889)  0.079
H (-2.127, 1.616, -0.976)  0.085
H (0.890, 0.684, 1.225)  0.058
H (-1.500, -1.691, -0.533)  0.079
H (-1.542, 0.302, -2.003)  0.075
H (-2.420, -0.904, 0.748)  0.087

Summary:
HOMO-LUMO gap (spin up / spin down) (eV): 7.12 / 8.23
ΔE to the lowest compared entry with this formula, charge and spin (kJ/mol): 496.64

=====

C41H41ClFMoN3O6S3 | ωB97M-V with the def2-TZVPD basis set

Each line ends with the Löwdin charge.
CARTESIAN COORDINATES (ANGSTROEM)
Mo (-0.498, -0.910, 0.345)  1.469
Cl (1.984, -6.536, -5.668)  0.738
S (-0.883, 1.631, 2.417)  1.020
S (-1.473, -3.409, 2.511)  0.755
S (-2.819, -1.300, -0.330)  0.740
F (4.146, -4.057, 3.555)  0.047
O (1.658, 2.256, -1.486)  0.049
O (-1.422, 0.982, 1.103)  -0.689
O (1.012, -2.562, -0.288)  -0.080
O (-0.447, -1.725, -1.725)  -0.208
O (1.217, -0.471, 1.630)  -0.181
O (0.432, 0.629, -0.710)  -0.218
N (5.002, 0.709, 0.752)  0.021
N (-3.504, -2.301, -2.703)  -0.175
N (-3.148, -0.001, -2.727)  -0.183
C (4.024, 1.086, -0.075)  0.069
C (-3.740, 1.134, 3.016)  -0.285
C (-5.199, -0.798, 3.031)  -0.062
C (-3.735, 5.762, 0.719)  -0.095
C (-3.028, -3.633, -2.338)  -0.056
C (2.463, -5.344, -3.229)  -0.057
C (1.832, -5.355, -4.475)  -0.703
C (7.235, -0.378, 2.262)  -0.123
C (3.488, -1.004, 1.567)  -0.019
C (2.679, 0.703, 0.068)  -0.010
C (3.325, -2.264, 2.244)  0.076
C (-3.289, 1.277, -1.974)  -0.035
C (-2.512, 1.771, 3.584)  -0.176
C (6.268, 1.384, 0.737)  -0.332
C (-1.916, 4.280, 0.147)  -0.003
C (-1.469, 4.226, 1.494)  -0.304
C (4.819, -0.402, 1.570)  -0.042
C (-5.651, 1.100, 1.531)  -0.116
C (0.552, -2.529, -1.475)  -0.502
C (0.783, -3.229, -3.908)  -0.022
C (4.356, -2.846, 2.936)  -0.188
C (-5.951, -0.179, 2.007)  -0.091
C (-0.329, 3.399, 2.020)  -0.235
C (5.708, -2.291, 2.830)  0.085
C (-2.431, 0.012, -3.999)  -0.020
C (-4.576, 1.778, 2.015)  -0.022
C (1.211, -3.372, -2.577)  -0.129
C (-3.197, -1.134, -2.036)  -0.627
C (6.977, 1.128, 2.058)  -0.127
C (-2.077, 5.085, 2.421)  -0.069
C (-3.174, 5.902, 2.016)  -0.050
C (-4.005, -0.144, 3.444)  -0.067
C (2.112, -4.352, -2.250)  -0.004
C (1.010, -4.251, -4.771)  -0.118
C (-3.052, 5.100, -0.269)  -0.057
C (-4.561, -2.302, -3.738)  -0.045
C (5.868, -1.026, 2.273)  -0.165
C (6.199, 2.882, 0.402)  -0.028
C (-1.242, -2.159, 1.550)  -0.921
C (1.563, 1.289, -0.722)  -0.560
C (2.361, -0.292, 1.039)  -0.276
H (-3.412, 6.690, 2.691)  0.095
H (8.023, 1.583, 1.922)  0.153
H (2.558, -4.447, -1.304)  0.102
H (-1.996, -3.635, -1.930)  0.086
H (-1.632, 3.565, -0.625)  0.097
H (-1.791, 5.255, 3.448)  0.111
H (0.203, -2.391, -4.299)  0.119
H (2.367, -2.697, 2.132)  0.111
H (-5.159, -1.384, -3.617)  0.100
H (4.227, 1.793, -0.885)  0.151
H (6.661, -2.713, 3.233)  0.144
H (6.356, 1.470, 2.907)  0.143
H (-6.882, -0.665, 1.578)  0.122
H (0.345, 3.193, 1.145)  0.102
H (-4.594, 6.402, 0.586)  0.101
H (-2.334, 1.488, -1.442)  0.074
H (-4.129, 1.092, -1.271)  0.083
H (-3.000, -4.216, -3.216)  0.075
H (-6.135, 1.534, 0.658)  0.107
H (-3.323, 5.103, -1.327)  0.106
H (-3.008, -0.542, -4.808)  0.094
H (7.618, -0.677, 3.221)  0.114
H (5.787, 3.065, -0.594)  0.078
H (-1.365, -0.344, -3.909)  0.104
H (7.196, 3.307, 0.516)  0.090
H (0.167, 3.764, 2.963)  0.119
H (5.555, 3.437, 1.084)  0.094
H (-4.321, 2.794, 1.601)  0.125
H (-2.398, 1.062, -4.322)  0.091
H (-5.236, -3.100, -3.433)  0.089
H (-3.467, 2.112, -2.683)  0.098
H (-4.276, -2.448, -4.825)  0.108
H (7.827, -0.782, 1.436)  0.133
H (-5.704, -1.657, 3.596)  0.133
H (3.304, -6.028, -2.972)  0.122
H (0.432, -4.307, -5.665)  0.097
H (-3.586, -0.693, 4.247)  0.101
H (6.893, 0.968, -0.038)  0.153
H (-3.724, -4.147, -1.681)  0.094
H (-2.328, 1.370, 4.628)  0.118
H (-2.677, 2.875, 3.432)  0.070

Summary:
Spin multiplicity: 4
HOMO-LUMO gap (spin up / spin down) (eV): 6.81 / 7.00
Total charge: +1
ΔE to the lowest compared entry with this formula, charge and spin (kJ/mol): 100.72

=====

C7H12Br | ωB97M-V with the def2-TZVPD basis set

Each line ends with the Löwdin charge.
CARTESIAN COORDINATES (ANGSTROEM)
Br (-1.841, 2.803, 3.766)  0.310
C (-0.239, -1.126, -1.354)  -0.157
C (-0.865, -0.646, -0.032)  -0.332
C (-0.031, -0.116, 0.947)  -0.053
C (2.005, -0.066, -0.497)  -0.208
C (1.221, 0.612, 0.631)  -0.209
C (-2.220, -0.832, 0.125)  0.055
C (1.107, -0.457, -1.680)  -0.204
H (-2.804, -1.185, -0.723)  0.056
H (1.667, -1.088, -2.371)  0.103
H (1.817, 0.693, 1.546)  0.108
H (2.501, -0.947, -0.076)  0.110
H (-2.732, -0.500, 1.031)  0.058
H (0.882, 0.466, -2.233)  0.110
H (1.001, 1.648, 0.294)  0.125
H (-0.114, -2.226, -1.364)  0.120
H (2.804, 0.583, -0.873)  0.106
H (-2.882, 3.420, 3.056)  -0.305
H (-0.931, -0.913, -2.181)  0.107
H (-0.345, -0.121, 1.989)  0.100

Summary:
Spin multiplicity: 2
HOMO-LUMO gap (spin up / spin down) (eV): 8.00 / 9.46
ΔE to the lowest compared entry with this formula, charge and spin (kJ/mol): 0.00

=====

C26H78O26 | ωB97M-V with the def2-TZVPD basis set

Each line ends with the Löwdin charge.
CARTESIAN COORDINATES (ANGSTROEM)
O (4.598, -0.798, 5.174)  -0.037
O (-0.930, -0.927, -1.363)  -0.073
O (-0.353, 0.407, 6.028)  -0.043
O (3.375, -3.897, -2.035)  0.149
O (5.014, -1.850, -0.412)  -0.086
O (-0.547, 0.565, -3.739)  -0.094
O (-0.378, 3.289, 5.504)  -0.045
O (-2.923, -6.069, -2.282)  -0.054
O (4.806, -1.630, 2.615)  -0.079
O (-4.677, 3.886, 0.524)  -0.072
O (2.885, -0.163, 2.997)  -0.101
O (-3.733, -2.179, -1.652)  -0.091
O (-1.919, 1.427, -6.606)  -0.061
O (-0.613, 4.976, -4.076)  -0.062
O (-4.343, -0.732, 1.062)  -0.079
O (-6.780, -1.180, 2.450)  -0.021
O (1.659, -0.197, 0.223)  -0.083
O (-1.097, 3.113, 1.136)  -0.070
O (2.190, -1.554, -2.959)  -0.067
O (3.064, -3.484, 0.801)  0.081
O (1.189, 2.748, -3.072)  -0.080
O (3.930, 3.404, 1.775)  -0.064
O (-1.366, -4.249, -0.715)  -0.090
O (4.887, -0.620, -3.063)  -0.064
O (2.098, 5.255, 3.110)  -0.031
O (-6.081, -3.342, -2.488)  -0.062
C (3.323, -0.286, 5.371)  -0.240
C (2.175, 3.876, 3.298)  -0.269
C (0.409, 0.495, 0.220)  -0.201
C (-1.799, -6.446, -1.514)  -0.242
C (-0.933, 1.032, 4.942)  -0.280
C (-1.431, 2.457, 5.204)  -0.242
C (0.465, 5.100, -3.185)  -0.240
C (-3.304, 3.599, 0.233)  -0.243
C (-1.547, 2.096, -5.382)  -0.200
C (5.498, -0.818, 0.481)  -0.163
C (0.669, 3.837, -2.260)  -0.190
C (-0.708, -0.491, -0.030)  -0.207
C (-6.007, -0.087, 2.707)  -0.280
C (2.912, 0.613, 4.177)  -0.205
C (1.940, -3.673, -0.012)  -0.123
C (4.215, -1.205, -4.191)  -0.202
C (2.683, -0.995, -4.147)  -0.203
C (-5.239, -2.767, -3.471)  -0.211
C (2.396, -4.482, -1.249)  -0.113
C (-4.458, -1.607, -2.751)  -0.192
C (2.539, 3.086, 2.013)  -0.210
C (-5.225, 0.312, 1.443)  -0.224
C (5.945, -1.313, 1.895)  -0.164
C (-2.464, 3.339, 1.491)  -0.219
C (-1.569, -5.565, -0.255)  -0.209
C (-1.694, 1.297, -4.033)  -0.224
H (-4.481, -3.387, -3.950)  0.109
H (2.557, -1.026, 5.605)  0.113
H (3.159, -2.981, -2.223)  0.069
H (2.092, -0.870, -2.292)  0.088
H (-1.403, -1.762, -1.378)  0.058
H (-4.890, -1.521, 1.091)  0.078
H (-0.670, -1.352, 0.637)  0.128
H (-5.947, 0.468, 0.641)  0.119
H (-0.258, 1.011, 4.086)  0.099
H (-2.212, -4.013, -1.104)  0.058
H (2.923, 5.561, 3.492)  0.092
H (4.366, -2.352, 2.160)  0.099
H (3.375, 0.329, 6.269)  0.126
H (-3.684, -1.160, -3.375)  0.091
H (1.369, 4.137, -1.480)  0.105
H (-0.947, -6.399, -2.192)  0.107
H (0.057, -0.405, 5.721)  0.086
H (-2.621, 0.724, -4.034)  0.112
H (-0.668, -5.855, 0.284)  0.112
H (1.326, -4.364, 0.564)  0.137
H (6.360, -0.398, 2.319)  0.145
H (-1.763, 0.401, 4.621)  0.115
H (-1.892, -7.499, -1.250)  0.119
H (2.692, -5.487, -0.949)  0.150
H (1.303, -2.857, -0.353)  0.130
H (-0.518, 3.871, 1.248)  0.088
H (-2.670, 4.172, 2.163)  0.126
H (1.901, 0.955, 4.400)  0.100
H (1.183, 3.488, 3.534)  0.094
H (-0.751, -0.116, -3.093)  0.049
H (-2.896, 4.255, -0.535)  0.120
H (0.433, 1.307, -0.507)  0.117
H (4.480, -2.261, -4.236)  0.120
H (3.766, -0.494, 2.803)  0.001
H (-7.389, -0.823, 1.800)  0.102
H (-0.487, 2.349, -5.381)  0.108
H (2.328, 2.023, 2.125)  0.081
H (2.877, 3.625, 4.094)  0.120
H (-5.584, -3.252, -1.671)  0.059
H (-0.225, 3.552, -1.706)  0.096
H (6.669, -2.106, 1.708)  0.139
H (0.267, 0.976, 1.188)  0.103
H (2.219, -1.470, -5.011)  0.133
H (0.055, 2.901, 6.268)  0.094
H (0.195, 5.999, -2.631)  0.110
H (1.487, -4.734, -1.796)  0.174
H (2.544, 0.085, -4.200)  0.127
H (4.380, 2.633, 1.423)  0.066
H (1.890, -0.537, 1.090)  0.048
H (-2.891, 2.496, 2.036)  0.099
H (6.298, -0.280, -0.029)  0.130
H (-2.133, 3.014, -5.329)  0.114
H (1.962, 3.491, 1.181)  0.102
H (3.797, -3.063, 0.346)  0.065
H (4.632, 0.305, -3.044)  0.103
H (-4.697, 1.265, 1.491)  0.097
H (4.734, -1.578, -1.289)  0.048
H (4.568, -0.763, -5.123)  0.124
H (-1.291, 0.709, -6.716)  0.076
H (-5.972, -2.461, -4.219)  0.122
H (-5.103, -0.742, -2.598)  0.123
H (-3.431, 2.688, -0.352)  0.103
H (-5.300, -0.286, 3.513)  0.130
H (4.665, -0.136, 0.652)  0.110
H (-3.254, -6.809, -2.796)  0.096
H (-1.584, 2.089, -3.292)  0.101
H (-0.807, 5.892, -4.287)  0.089
H (0.405, 2.253, -3.320)  0.009
H (-6.543, 0.855, 2.823)  0.124
H (-4.980, 4.398, -0.230)  0.086
H (-3.640, -1.631, -0.869)  0.058
H (-2.491, -5.546, 0.326)  0.128
H (4.567, -1.252, 4.329)  0.035
H (-2.115, 2.442, 6.053)  0.127
H (-1.865, 2.798, 4.264)  0.106
H (1.414, 5.448, -3.594)  0.116
H (3.636, 1.396, 3.952)  0.120
H (-1.622, 0.059, 0.197)  0.112

Summary:
Spin multiplicity: 2
HOMO-LUMO gap (spin up / spin down) (eV): 9.35 / 2.85
Total charge: +1
ΔE to the lowest compared entry with this formula, charge and spin (kJ/mol): 121.54

=====

Sequential F_max output: 1.68 5.33 1.21 3.54 eV/A